{"formula": "C15H4BrF10O2SZn", "method": "ωB97M-V/def2-TZVPD", "total_charge": -1, "gap_ev": 8.0, "species": ["Zn", "F", "C", "C", "F", "C", "F", "C", "S", "C", "F", "C", "F", "F", "C", "F", "C", "F", "F", "F", "Br", "C", "C", "C", "C", "C", "C", "C", "O", "O", "H", "H", "H", "H"], "xyz": [[1.14454, -0.89766, -0.17686], [-4.56980, -2.99193, 2.96488], [-3.48364, -2.26683, 2.64847], [-2.98058, -2.27290, 1.35168], [-3.59378, -3.00131, 0.40999], [-1.85990, -1.51871, 1.03973], [-1.39799, -1.53588, -0.23631], [-1.18944, -0.73427, 1.98857], [0.18973, 0.24624, 1.64961], [-1.73999, -0.73118, 3.28193], [-1.17656, 0.01659, 4.23817], [-2.85126, -1.48684, 3.61275], [-3.32287, -1.46961, 4.86833], [1.39305, -3.88064, -0.84883], [1.69745, -2.86100, 0.01982], [1.34900, -3.37244, 1.26218], [3.21279, -2.71552, 0.02504], [3.55680, -1.62937, 0.74667], [3.88574, -3.74802, 0.55759], [3.68525, -2.54450, -1.20928], [-2.85715, 2.18266, -1.62950], [-1.06443, 2.76103, -1.92782], [-0.82206, 4.06324, -2.32906], [0.49028, 4.46914, -2.51057], [1.53466, 3.59138, -2.28269], [1.27644, 2.28045, -1.89282], [-0.03566, 1.86432, -1.72763], [2.44363, 1.33428, -1.63667], [3.57506, 1.76499, -1.74298], [2.14470, 0.11709, -1.34610], [-1.64056, 4.74758, -2.49517], [0.69482, 5.48244, -2.82628], [2.56401, 3.89619, -2.40029], [-0.25227, 0.84099, -1.44656]], "atomic_forces_ev_per_a": [[-0.6, -0.3, 1.0], [0.2, 0.1, -0.1], [0.2, 0.2, 0.0], [0.0, 0.1, 0.1], [0.0, 0.0, 0.1], [0.2, 0.2, 0.3], [-0.3, -0.1, 0.3], [-0.6, -0.3, 0.2], [0.5, 0.2, -0.6], [0.0, -0.2, -0.4], [-0.1, -0.1, 0.0], [-0.1, -0.1, -0.2], [0.0, 0.0, -0.1], [0.0, 0.2, -0.3], [-0.2, 0.1, 0.2], [0.1, 0.2, 0.0], [0.5, -0.4, 0.1], [-0.1, 0.1, 0.1], [0.0, -0.3, 0.1], [-0.1, 0.0, -0.2], [0.1, 0.1, -0.1], [-0.2, 0.0, 0.0], [-0.1, -0.1, 0.0], [0.1, 0.0, 0.0], [0.0, -0.2, 0.1], [0.1, 0.0, 0.0], [0.0, -0.2, 0.0], [-0.1, 0.3, -0.1], [0.2, 0.1, -0.1], [0.2, 0.2, -0.5], [-0.1, 0.0, 0.0], [0.0, 0.1, 0.0], [0.1, 0.0, 0.0], [-0.1, 0.2, 0.0]]}

=====

{"formula": "C6H14Cl", "method": "ωB97M-V/def2-TZVPD", "total_charge": 0, "multiplicity": 2, "s2": 0.75, "relative_energy_kj_mol": 23.3, "gap_ev": [8.0, 11.5], "species": ["Cl", "H", "C", "C", "C", "C", "C", "C", "H", "H", "H", "H", "H", "H", "H", "H", "H", "H", "H", "H", "H"], "xyz": [[0.26789, 4.24888, 4.01379], [0.38097, 3.40482, 3.08492], [-0.87168, -0.65563, 0.44899], [-2.17395, -0.10884, 0.11513], [0.34833, -0.50869, -0.41497], [0.40772, -1.72916, -1.36306], [1.65010, -0.48611, 0.40577], [0.29401, 0.87748, -1.09921], [-0.76394, -1.30886, 1.32469], [-2.67411, 0.00146, 1.08872], [-2.06106, 0.82115, -0.45924], [-2.90336, -0.70043, -0.46700], [-0.49865, -1.85524, -1.97384], [1.28719, -1.66435, -2.02450], [0.49895, -2.65465, -0.76905], [1.73410, 0.46990, 0.94296], [1.73332, -1.29354, 1.14364], [2.47611, -0.56273, -0.31571], [0.30881, 1.61974, -0.27898], [1.18728, 1.03037, -1.72779], [-0.62803, 1.05442, -1.67526]], "atomic_forces_ev_per_a": [[-0.1, 0.4, 0.5], [0.1, -0.4, -0.5], [1.3, -0.9, 0.4], [-1.0, 0.4, 0.3], [-0.2, 0.2, 0.2], [0.1, -0.1, -0.2], [0.0, 0.1, 0.0], [0.1, -0.1, -0.1], [-0.2, 0.2, -0.3], [-0.3, 0.6, -0.4], [-0.4, 0.0, 0.6], [0.5, -0.4, -0.1], [0.2, 0.3, 0.1], [-0.3, 0.0, 0.1], [0.1, 0.4, -0.1], [0.1, -0.3, -0.1], [-0.1, 0.0, -0.3], [0.0, 0.0, 0.4], [0.0, -0.1, -0.5], [-0.4, 0.0, 0.1], [0.6, -0.2, -0.1]]}

=====

{"formula": "C40H37ClF3IrN3OP2", "method": "ωB97M-V/def2-TZVPD", "total_charge": 2, "multiplicity": 2, "s2": 0.79, "relative_energy_kj_mol": 44.9, "gap_ev": [7.3, 5.7], "species": ["Ir", "C", "C", "P", "C", "C", "C", "C", "C", "C", "C", "C", "C", "C", "C", "C", "C", "P", "C", "C", "C", "C", "C", "C", "C", "C", "C", "C", "C", "C", "H", "H", "H", "H", "H", "H", "H", "H", "H", "H", "H", "H", "H", "H", "H", "H", "H", "H", "H", "H", "H", "H", "H", "H", "H", "H", "C", "N", "C", "C", "O", "N", "C", "N", "H", "H", "H", "H", "H", "H", "H", "F", "C", "F", "F", "C", "C", "C", "C", "C", "C", "C", "C", "H", "H", "H", "H", "Cl"], "xyz": [[-0.35453, 0.61667, -0.42221], [-1.93683, -0.98521, 2.68408], [-0.94137, 0.09908, 3.10588], [0.29699, 0.43772, 1.81210], [1.52355, -0.85819, 2.16768], [1.19918, -2.20543, 1.99384], [2.04143, -3.19734, 2.46834], [3.23344, -2.85760, 3.09699], [3.57602, -1.52378, 3.24938], [2.72091, -0.52590, 2.79897], [1.11839, 2.00045, 2.18450], [2.04257, 2.47657, 1.25101], [2.67059, 3.69523, 1.44962], [2.37957, 4.44502, 2.58390], [1.46716, 3.97303, 3.51700], [0.83390, 2.75182, 3.32012], [-2.89686, -0.49085, 1.60296], [-2.29157, -0.53524, -0.10496], [-3.51063, 0.34093, -1.09194], [-4.22870, 1.41920, -0.57199], [-5.16282, 2.06970, -1.36304], [-5.37987, 1.65420, -2.66939], [-4.66274, 0.58395, -3.19136], [-3.72976, -0.07038, -2.40895], [-2.39687, -2.26840, -0.58844], [-1.33578, -3.08992, -0.94253], [-1.55680, -4.42743, -1.24193], [-2.83833, -4.94978, -1.19235], [-3.90918, -4.13221, -0.84865], [-3.69374, -2.79999, -0.54856], [-2.52439, -1.26381, 3.55871], [-1.42786, -1.89972, 2.37258], [-0.38046, -0.21503, 3.98797], [-1.48006, 1.01446, 3.33477], [0.28858, -2.49501, 1.48403], [1.76549, -4.23738, 2.34899], [3.89006, -3.63260, 3.46974], [4.50218, -1.25174, 3.73755], [2.99370, 0.50926, 2.95478], [2.29170, 1.88303, 0.37488], [3.39617, 4.05372, 0.73132], [2.87754, 5.39191, 2.74652], [1.25380, 4.54929, 4.40762], [0.12296, 2.39727, 4.05434], [-3.19499, 0.53408, 1.81203], [-3.80292, -1.10020, 1.57974], [-4.07681, 1.75672, 0.44428], [-5.73207, 2.89300, -0.95260], [-6.11441, 2.16074, -3.28138], [-4.83399, 0.25778, -4.20811], [-3.16991, -0.89923, -2.82236], [-0.33199, -2.69612, -0.99757], [-0.72332, -5.05873, -1.51960], [-3.00803, -5.99130, -1.42994], [-4.91378, -4.53156, -0.82021], [-4.54147, -2.17043, -0.30583], [-0.55652, 6.25165, -0.84819], [-0.87821, 4.92960, -0.33767], [-1.54171, 4.67740, 0.92138], [-1.59044, 3.16831, 0.93681], [-2.12755, 2.49082, 1.77994], [-0.92173, 2.68097, -0.17249], [-0.53156, 3.77571, -0.89915], [0.16090, 3.70913, -2.02136], [-1.17319, 6.97996, -0.32882], [-0.79249, 6.31997, -1.91033], [0.49337, 6.49925, -0.68388], [-2.54401, 5.10531, 0.95905], [-0.96276, 5.03725, 1.77630], [0.18403, 2.82337, -2.52334], [0.39573, 4.55216, -2.51773], [6.00133, -4.51311, -4.83355], [5.96094, -4.56746, -3.50213], [7.12672, -4.10998, -3.02694], [5.84188, -5.84930, -3.13579], [4.81712, -3.74981, -2.93617], [4.56482, -3.84571, -1.56469], [3.54963, -3.10738, -1.01151], [2.77340, -2.25510, -1.83452], [3.04468, -2.17390, -3.22011], [4.06500, -2.92108, -3.76378], [1.74351, -1.49053, -1.29562], [0.82166, -0.81199, -0.81906], [5.16980, -4.50141, -0.95297], [3.33110, -3.15577, 0.04658], [2.43832, -1.52210, -3.83470], [4.28282, -2.87318, -4.82094], [-0.54966, 0.84262, -2.78694]], "atomic_forces_ev_per_a": [[0.2, 0.2, 0.0], [0.0, 0.0, 0.0], [0.0, 0.0, -0.1], [-0.1, -0.1, 0.0], [0.1, 0.1, 0.1], [0.0, 0.0, 0.0], [0.0, 0.0, 0.0], [0.0, 0.0, 0.0], [0.0, 0.0, 0.0], [0.0, 0.0, 0.0], [0.0, 0.0, 0.0], [0.0, 0.0, 0.0], [0.0, 0.0, 0.0], [0.0, 0.0, 0.0], [0.0, 0.0, 0.0], [0.0, 0.0, 0.0], [-0.1, 0.1, 0.0], [0.1, 0.1, 0.1], [0.0, 0.0, 0.0], [0.0, 0.0, 0.0], [0.0, 0.0, 0.0], [0.0, 0.0, 0.0], [0.0, 0.0, 0.0], [0.0, 0.0, 0.0], [0.0, -0.1, 0.0], [0.0, 0.1, 0.0], [0.0, 0.0, 0.0], [0.0, 0.0, 0.0], [0.0, 0.0, 0.0], [0.0, 0.0, 0.0], [0.0, 0.0, 0.0], [-0.1, 0.0, 0.0], [0.0, 0.0, 0.0], [0.0, 0.0, 0.0], [0.0, 0.0, 0.0], [0.0, 0.0, 0.0], [0.0, 0.0, 0.0], [0.0, 0.0, 0.0], [0.0, 0.0, 0.0], [0.0, 0.0, 0.0], [0.0, 0.0, 0.0], [0.0, 0.0, 0.0], [0.0, 0.0, 0.0], [0.0, 0.0, 0.0], [0.0, 0.0, 0.0], [0.0, 0.0, 0.0], [0.0, 0.0, 0.0], [0.0, 0.0, 0.0], [0.0, 0.0, 0.0], [0.0, 0.0, 0.0], [0.0, 0.0, 0.0], [0.0, 0.0, 0.0], [0.0, 0.0, 0.0], [0.0, 0.0, 0.0], [0.0, 0.0, 0.0], [0.0, 0.0, 0.0], [0.0, 0.0, 0.0], [0.0, 0.0, 0.0], [0.0, 0.0, 0.0], [0.0, 0.0, -0.1], [0.0, 0.0, 0.0], [-0.2, 0.1, 0.0], [0.0, -0.1, 0.0], [0.1, 0.0, 0.0], [0.0, 0.0, 0.0], [0.0, 0.0, 0.0], [0.0, 0.0, 0.0], [0.0, 0.0, 0.0], [0.0, 0.0, 0.0], [0.0, 0.0, 0.0], [0.0, 0.0, 0.0], [0.0, 0.0, 0.0], [0.0, 0.0, 0.0], [0.0, 0.0, 0.0], [0.0, 0.0, 0.0], [0.0, 0.0, 0.0], [0.0, 0.0, 0.0], [0.0, 0.0, 0.0], [-0.1, 0.1, 0.1], [0.0, 0.0, -0.1], [0.0, 0.0, 0.0], [0.3, -0.2, 0.0], [-0.2, -0.1, -0.2], [0.0, 0.0, 0.0], [0.0, 0.0, 0.0], [0.0, 0.0, 0.0], [0.0, 0.0, 0.0], [0.0, 0.0, 0.0]]}

=====

{"formula": "C13H17NO5", "method": "ωB97M-V/def2-TZVPD", "total_charge": 0, "relative_energy_kj_mol": 8.7, "gap_ev": 9.9, "species": ["C", "H", "H", "H", "C", "C", "H", "H", "H", "H", "O", "C", "C", "C", "C", "C", "C", "C", "O", "N", "H", "C", "C", "O", "O", "H", "H", "C", "O", "H", "H", "H", "H", "H", "H", "H"], "xyz": [[-1.30407, -1.87735, -1.40566], [-1.52739, -2.79273, -1.94628], [-1.86361, -1.05962, -1.85653], [-0.24133, -1.66097, -1.49880], [-1.68340, -2.04109, 0.06313], [-0.94878, -3.21163, 0.70357], [0.12209, -3.09957, 0.55343], [-1.27243, -4.14397, 0.25069], [-1.15464, -3.24494, 1.77055], [-2.76937, -2.19434, 0.15172], [-1.30675, -0.88174, 0.81720], [-1.81786, 0.32722, 0.41253], [-3.19055, 0.55344, 0.39329], [-3.69751, 1.78714, 0.03152], [-2.84060, 2.81319, -0.33227], [-1.47789, 2.59329, -0.33128], [-0.94627, 1.36267, 0.04513], [0.52755, 1.19640, -0.05818], [1.20444, 1.84274, -0.84239], [1.09599, 0.29969, 0.78148], [0.49720, -0.35216, 1.26843], [2.50527, 0.01946, 0.60755], [2.75292, -0.13622, -0.89594], [2.06340, -0.82432, -1.60073], [3.84974, 0.48271, -1.33414], [3.91102, 0.40220, -2.29906], [2.73981, -0.93994, 1.08147], [3.37020, 1.12058, 1.25589], [4.72194, 0.76323, 1.33510], [5.07353, 0.73567, 0.43677], [3.22859, 2.05471, 0.70098], [3.02913, 1.26297, 2.28460], [-0.78836, 3.36776, -0.63157], [-3.23553, 3.77500, -0.62106], [-4.76576, 1.94517, 0.03272], [-3.86072, -0.24467, 0.67613]], "atomic_forces_ev_per_a": [[-0.1, 0.1, 0.3], [-0.1, -0.1, -0.1], [0.0, 0.0, -0.1], [0.1, 0.0, 0.0], [0.0, -0.6, -0.4], [-0.3, 0.4, 0.0], [0.1, 0.0, 0.0], [0.0, -0.1, 0.0], [0.0, -0.1, 0.1], [0.2, 0.1, 0.1], [-0.1, 0.3, 0.2], [0.0, 0.4, -0.1], [0.1, -0.2, 0.1], [0.0, 0.0, 0.0], [0.0, 0.1, 0.0], [0.0, -0.1, 0.0], [-0.4, -0.2, -0.1], [0.0, -0.1, 0.2], [-0.1, 0.2, 0.0], [0.3, -0.1, 0.1], [0.1, 0.1, -0.1], [0.1, 0.5, 0.1], [-0.3, -0.7, -0.1], [0.1, 0.0, 0.0], [0.6, 0.4, -0.1], [-0.2, -0.2, 0.1], [0.0, 0.1, -0.1], [-0.4, 0.0, 0.0], [0.5, -0.2, -0.1], [0.0, 0.1, 0.1], [-0.1, -0.1, 0.1], [0.0, 0.0, -0.1], [0.1, 0.0, 0.0], [0.0, 0.1, 0.0], [-0.1, 0.0, 0.0], [0.0, -0.1, 0.0]]}